{
  "formula": "C42H56BaClN6O2S2",
  "method": "ωB97M-V/def2-TZVPD",
  "elements": ["Ba", "Cl", "S", "S", "O", "O", "N", "N", "N", "N", "N", "N", "C", "C", "C", "C", "C", "C", "C", "C", "C", "C", "C", "C", "C", "C", "C", "C", "C", "C", "C", "C", "C", "C", "C", "C", "C", "C", "C", "C", "C", "C", "C", "C", "C", "C", "C", "C", "C", "C", "C", "C", "C", "C", "H", "H", "H", "H", "H", "H", "H", "H", "H", "H", "H", "H", "H", "H", "H", "H", "H", "H", "H", "H", "H", "H", "H", "H", "H", "H", "H", "H", "H", "H", "H", "H", "H", "H", "H", "H", "H", "H", "H", "H", "H", "H", "H", "H", "H", "H", "H", "H", "H", "H", "H", "H", "H", "H", "H", "H"],
  "xyz": [[-0.005, 1.893, -1.092], [1.784, -1.609, 5.716], [-0.709, 6.880, -3.828], [-2.831, 1.218, -5.660], [-4.489, -3.852, 1.302], [-0.953, 2.772, 1.844], [-1.667, 2.046, -3.567], [-2.026, 0.127, 0.070], [-0.285, 4.511, -3.005], [1.993, 3.885, 0.316], [-3.769, -0.987, 0.966], [-2.603, -1.614, 1.243], [0.074, 3.055, 2.810], [-1.219, -4.099, 4.868], [-1.243, 4.435, -4.006], [0.811, -2.841, 4.968], [1.126, 6.209, -1.840], [-1.582, -0.946, 0.713], [0.239, 4.545, 3.010], [1.875, 0.334, -3.944], [0.679, -1.736, -1.942], [2.109, -1.366, 0.900], [3.037, 5.590, 1.623], [-2.197, 0.968, -4.098], [0.509, -4.494, 3.266], [0.092, 5.752, -2.818], [2.220, 0.256, -2.477], [-0.443, -3.130, 5.484], [3.386, 0.783, -1.882], [4.373, 1.695, -2.571], [-2.530, -2.833, 2.050], [-2.975, -3.540, -1.061], [-2.484, -4.502, 0.041], [1.302, -3.526, 3.872], [-0.768, -4.780, 3.738], [-2.945, -5.914, -0.350], [4.374, 4.176, 0.250], [0.549, 5.269, 1.696], [1.911, 4.908, 1.184], [-2.246, -0.377, -3.439], [-2.996, -5.217, 2.525], [-1.665, -5.784, 3.050], [-1.601, 5.622, -4.547], [4.514, 0.629, 0.470], [3.466, 0.288, -0.559], [-1.767, 3.126, -4.423], [3.209, 3.534, -0.128], [2.370, -0.565, -0.350], [-3.378, 0.045, 0.260], [-3.090, -4.118, 1.435], [4.284, 5.227, 1.145], [-2.362, 2.854, -5.609], [1.588, -0.594, -1.538], [-0.950, -4.489, 0.022], [-2.202, -4.321, 5.273], [-0.523, -3.565, 0.419], [5.126, 2.077, -1.879], [2.961, -1.320, 1.582], [5.347, 1.178, 0.027], [5.172, 5.756, 1.468], [-2.935, -1.048, -3.951], [-1.260, -0.841, -3.450], [-4.080, 0.771, -0.123], [1.935, -2.425, 0.670], [-2.597, -6.675, 0.350], [4.125, 1.241, 1.291], [2.282, -0.513, -4.509], [0.793, 0.342, -4.132], [0.477, 6.347, 1.844], [0.659, 6.612, -0.939], [-0.551, -1.253, 0.817], [0.479, -1.713, -3.014], [0.897, -5.026, 2.405], [5.326, 3.854, -0.152], [-4.931, -4.665, 1.031], [1.248, -1.022, 1.484], [-3.585, -6.061, 2.160], [2.928, 6.407, 2.326], [-2.408, -2.606, -1.077], [-2.530, 3.518, -6.444], [-4.030, -3.295, -0.950], [3.246, 2.693, -0.804], [-0.190, 4.982, 0.947], [-4.035, -5.989, -0.428], [3.894, 2.562, -3.037], [-0.295, -1.776, -1.437], [-1.482, -2.955, 2.309], [-0.609, -4.578, -1.013], [1.159, -2.702, -1.742], [-0.802, -2.604, 6.359], [4.919, 1.178, -3.366], [1.757, 5.372, -1.557], [-2.565, -0.283, -2.401], [-2.540, -6.165, -1.332], [-2.829, -4.017, -2.034], [0.986, 2.613, 2.412], [-2.334, 5.815, -5.315], [1.751, 6.993, -2.268], [-1.112, -6.292, 2.260], [-3.557, -4.815, 3.373], [-1.933, -6.559, 3.772], [4.941, -0.269, 0.925], [2.291, -3.305, 3.495], [2.280, 1.239, -4.407], [-1.784, 3.123, 2.180], [-3.087, -2.644, 2.965], [1.045, 4.706, 3.731], [-0.518, -5.323, 0.573], [-0.150, 2.562, 3.757], [-0.671, 4.964, 3.451]],
  "largest_force_ev_per_a": 0.68,
  "total_charge": 1,
  "relative_energy_kj_mol": 124.17
}



{
  "formula": "C42H56Br2Cl5Cs2F4MgN3NaO11PS2",
  "method": "ωB97M-V/def2-TZVPD",
  "elements": ["Cs", "Cs", "Br", "Br", "Cl", "Cl", "Cl", "Cl", "Cl", "S", "S", "P", "Mg", "Na", "F", "F", "F", "F", "O", "O", "O", "O", "O", "O", "O", "O", "O", "O", "O", "N", "N", "N", "C", "C", "C", "C", "C", "C", "C", "C", "C", "C", "C", "C", "C", "C", "C", "C", "C", "C", "C", "C", "C", "C", "C", "C", "C", "C", "C", "C", "C", "C", "C", "C", "C", "C", "C", "C", "C", "C", "C", "C", "C", "C", "H", "H", "H", "H", "H", "H", "H", "H", "H", "H", "H", "H", "H", "H", "H", "H", "H", "H", "H", "H", "H", "H", "H", "H", "H", "H", "H", "H", "H", "H", "H", "H", "H", "H", "H", "H", "H", "H", "H", "H", "H", "H", "H", "H", "H", "H", "H", "H", "H", "H", "H", "H", "H", "H", "H", "H"],
  "xyz": [[2.371, -4.462, 2.876], [2.744, -5.488, -1.315], [-2.349, 1.015, -4.206], [-5.137, 2.376, -0.698], [-10.045, -0.466, 1.386], [-8.450, -1.042, 3.729], [-10.628, 0.854, 3.929], [3.885, -1.395, 7.824], [-11.168, -1.963, 3.588], [-0.910, 0.940, -0.239], [7.834, 6.650, 4.748], [1.615, 2.440, -1.619], [-4.914, -6.502, -0.128], [-9.777, 2.032, 1.955], [8.305, 8.609, 6.478], [2.124, 0.070, 5.653], [9.882, 8.318, 5.035], [9.645, 6.931, 6.669], [5.680, -5.615, -2.597], [5.346, -3.420, -2.790], [2.596, -1.950, 7.407], [7.194, 7.598, 3.861], [8.701, 5.707, 4.074], [4.758, -4.618, -1.000], [6.934, 6.040, 5.700], [3.678, -0.196, 8.558], [4.675, -1.140, 6.653], [4.552, -2.376, 8.646], [3.200, 2.938, -1.570], [-2.350, -3.972, -0.676], [0.613, -1.166, 2.034], [-0.622, -1.966, 0.180], [-4.909, -3.582, -3.478], [-1.732, -1.402, 3.727], [-5.221, -5.103, -3.694], [1.537, -3.640, -0.584], [-3.580, -3.283, -4.199], [2.697, -1.552, -1.419], [2.741, -0.202, -1.665], [-6.403, -0.871, 0.104], [6.181, 3.434, -0.184], [-2.278, -6.004, 0.742], [-4.858, -3.335, -1.926], [8.540, 5.487, -0.257], [-2.162, -0.247, -0.738], [-5.587, -0.597, -2.374], [-2.700, -2.586, -0.874], [-10.069, -0.667, 3.163], [-3.616, 2.016, -3.109], [6.828, 2.162, -0.724], [-6.818, -0.763, -1.376], [-1.839, -1.561, -0.481], [-0.513, -0.898, 4.194], [-3.550, 1.628, -1.608], [1.578, -2.132, -0.819], [-3.338, 0.143, -1.352], [0.514, -1.336, -0.468], [-1.733, -1.764, 2.368], [-0.581, -1.602, 1.622], [-7.867, 0.330, -1.670], [1.573, -4.299, 0.684], [0.563, -0.832, 3.338], [-3.917, -2.228, -1.495], [7.962, 6.680, 0.496], [5.273, -4.488, -2.171], [0.560, 0.025, -0.723], [-4.233, -0.882, -1.715], [8.968, 7.673, 5.780], [-2.592, -4.471, 0.704], [1.660, 0.614, -1.315], [-3.280, 3.542, -3.230], [0.989, 2.731, -3.346], [6.281, 4.616, -1.147], [7.704, 5.078, -1.468], [1.499, -5.491, 0.702], [7.872, 7.548, -0.164], [-2.644, -2.161, 1.934], [8.663, 4.643, 0.427], [0.586, 3.752, -3.336], [3.537, -2.190, -1.712], [-5.610, -5.580, -2.783], [1.504, -0.462, 3.771], [5.125, 3.233, 0.006], [-7.289, -1.722, -1.644], [3.565, 2.749, -2.450], [5.711, 5.454, -0.737], [1.631, -3.656, 1.618], [8.229, 4.286, -2.013], [-2.714, 2.195, -1.189], [-1.348, -4.059, -0.827], [-4.179, 4.094, -3.545], [-3.299, -2.229, -4.070], [-4.305, -5.652, -3.951], [-4.615, 1.910, -3.534], [9.545, 5.746, -0.604], [-5.874, -3.043, -1.622], [-2.917, -6.650, 0.100], [6.696, 1.340, -0.018], [0.195, 2.006, -3.550], [-2.540, 3.730, -4.014], [-0.405, -0.561, 5.223], [7.899, 2.289, -0.884], [-7.292, -0.775, 0.745], [-2.620, -1.482, 4.347], [-1.794, -4.039, 1.326], [8.612, 6.955, 1.327], [7.644, 5.927, -2.159], [-4.669, -4.267, -1.395], [5.784, 4.348, -2.088], [-2.300, -6.347, 1.788], [-7.608, 1.322, -1.285], [1.788, 2.685, -4.102], [-5.653, 0.426, -2.753], [-5.701, -1.254, -3.240], [-5.761, -3.025, -3.883], [6.372, 1.866, -1.674], [-7.954, 0.425, -2.761], [-3.595, -4.255, 1.090], [3.622, 0.216, -2.150], [-3.720, -3.473, -5.272], [-1.218, -6.073, 0.439], [-2.817, -3.966, -3.803], [1.419, -4.298, -1.537], [-8.829, 0.033, -1.221], [-5.941, -1.851, 0.280], [6.979, 6.459, 0.913], [-5.680, -0.115, 0.427], [-5.998, -5.247, -4.457], [6.622, 3.686, 0.783], [-2.966, 3.980, -2.276]],
  "largest_force_ev_per_a": 13.42,
  "relative_energy_kj_mol": 0.00
}



| no. | orbital gap (eV) |
| --- | --- |
| 1 | 6.62 |
| 2 | 1.29 |